Below is a molecular structure, C14H30Li2N2O10 in a non-equilibrium geometry, with properties calculated with wB97M-V/def2-TZVPD.

The charge is -2. The gap between HOMO and LUMO is 3.8 eV. Its HOMO energy is 0.488 eV. For the energy relative to the best compared isomer or geometry (same formula, charge and spin), the calculation gives 248.7 kcal/mol. Its spin multiplicity is 1.

The geometry in XYZ format:
```
58
Properties=species:S:1:pos:R:3:mulliken_charge:R:1
Li -1.424 1.345 -2.998 0.685
Li 0.539 0.487 -2.204 -0.042
C -1.880 -0.376 -2.239 1.233
O -2.212 -1.512 -2.025 -0.891
O -0.682 -0.165 -2.422 -1.118
O -2.674 0.575 -2.290 -0.973
C 0.001 2.621 -2.728 0.995
O 0.288 1.542 -3.235 -0.871
O 0.696 3.662 -2.764 -0.960
O -0.992 2.537 -2.018 -0.873
C -4.345 1.111 5.712 -0.739
O -3.266 0.527 4.973 -0.291
C -2.055 0.423 5.759 -0.589
C -0.869 -0.161 5.045 -0.647
N -0.517 0.628 3.905 -0.318
C 0.344 -0.153 2.988 -1.297
C 0.350 0.509 1.610 0.555
O -0.843 0.397 0.818 -0.455
C -0.666 0.770 -0.535 -1.147
H -5.274 0.909 5.178 0.243
H -4.316 2.186 5.888 0.291
H -4.393 0.636 6.692 0.297
H -2.248 -0.303 6.549 0.440
H -1.799 1.398 6.174 0.341
H -1.148 -1.199 4.861 0.360
H -0.016 -0.213 5.721 0.284
H -1.402 0.904 3.504 0.338
H 0.088 -1.207 2.877 0.418
H 1.345 -0.196 3.417 0.301
H 1.144 0.069 1.005 -0.235
H 0.684 1.544 1.682 0.077
H 0.035 0.092 -1.022 0.616
H -0.424 1.789 -0.835 0.776
H -1.584 0.549 -1.078 0.660
C 0.379 -4.221 -3.548 -0.816
O -0.227 -2.936 -3.619 -0.206
C 0.478 -1.995 -4.432 -0.927
C 1.829 -1.519 -3.828 -0.828
N 1.516 -0.693 -2.624 0.621
C 2.798 -0.234 -2.086 -1.194
C 2.676 0.420 -0.686 -0.621
O 1.581 1.325 -0.719 0.036
C 1.713 2.360 0.190 -1.466
H 0.576 -4.615 -4.545 0.314
H -0.211 -4.989 -3.047 0.257
H 1.317 -4.140 -2.999 0.266
H -0.062 -1.066 -4.617 0.183
H 0.716 -2.582 -5.319 0.606
H 2.392 -0.992 -4.598 0.428
H 2.418 -2.413 -3.623 0.388
H 1.179 -1.390 -1.976 0.303
H 3.238 0.517 -2.743 0.433
H 3.579 -0.993 -2.067 0.583
H 3.647 0.845 -0.432 0.423
H 2.606 -0.343 0.090 0.309
H 0.841 3.012 0.233 0.250
H 2.557 2.969 -0.134 0.431
H 1.975 1.948 1.165 0.763
```

Below is 6 unconnected molecules or ions with the total composition C14H30N2O4S2 in a non-equilibrium geometry, with properties calculated with wB97M-V/def2-TZVPD.

The gap between HOMO and LUMO is 8.9 eV. Its HOMO energy is -8.871 eV. For the energy relative to the best compared isomer or geometry (same formula, charge and spin), the calculation gives 80.4 kcal/mol. Its spin multiplicity is 1.

The geometry in XYZ format:
```
52
Properties=species:S:1:pos:R:3:mulliken_charge:R:1
C 0.909 3.460 -1.218 -0.727
C 2.075 2.658 -0.860 0.545
N 3.000 2.004 -0.646 -0.484
H -0.032 3.146 -0.767 0.049
H 0.696 3.381 -2.283 0.341
H 1.090 4.466 -0.837 0.327
C 4.253 -0.309 -2.741 -0.221
C 4.091 -1.254 -3.918 0.238
N 3.879 -1.986 -4.814 -0.428
H 5.255 -0.419 -2.326 0.300
H 3.481 -0.660 -2.056 -0.101
H 4.026 0.702 -3.082 0.218
C 0.909 -1.596 0.095 -0.836
S -0.322 -2.101 -1.177 0.506
O 0.482 -2.078 -2.471 -0.618
C -1.327 -0.552 -1.260 -0.726
H 1.688 -2.349 0.214 0.463
H 0.431 -1.524 1.072 0.304
H 1.393 -0.686 -0.261 0.034
H -1.921 -0.430 -0.354 0.317
H -1.963 -0.511 -2.144 0.444
H -0.599 0.259 -1.244 0.069
C -2.804 -5.401 -2.254 -0.801
S -4.103 -4.467 -3.180 0.455
O -5.190 -4.036 -2.217 -0.623
C -3.165 -2.851 -3.384 -0.720
H -3.128 -6.434 -2.131 0.325
H -2.705 -5.007 -1.243 0.243
H -1.852 -5.370 -2.785 0.314
H -3.683 -2.095 -3.975 0.411
H -2.253 -3.138 -3.906 0.373
H -2.893 -2.447 -2.409 -0.015
C 2.041 1.032 2.359 0.092
C 2.324 1.344 3.822 0.512
O 3.297 2.085 4.073 -0.592
C 1.383 0.788 4.898 -1.018
H 2.998 0.960 1.843 0.458
H 1.471 1.888 1.996 -0.149
H 1.408 0.152 2.243 -0.197
H 0.644 0.064 4.555 0.282
H 0.815 1.650 5.249 0.240
H 2.069 0.397 5.649 0.353
C -1.227 3.817 2.269 -1.110
C -1.500 2.404 1.902 0.848
O -1.063 1.877 0.930 -0.293
C -2.565 1.768 2.773 -1.354
H -0.609 4.261 1.488 0.173
H -0.610 3.818 3.167 0.314
H -2.138 4.389 2.442 0.438
H -3.385 2.475 2.653 0.402
H -2.281 1.697 3.823 0.344
H -2.791 0.759 2.428 0.279
```

Below is 2 unconnected molecules or ions with the total composition C14H30NO3P in a non-equilibrium geometry, with properties calculated with wB97M-V/def2-TZVPD.

The gap between HOMO and LUMO is 4.0 eV. Its HOMO energy is -4.151 eV. For the energy relative to the best compared isomer or geometry (same formula, charge and spin), the calculation gives 104.3 kcal/mol. Its spin multiplicity is 1.

The geometry in XYZ format:
```
49
Properties=species:S:1:pos:R:3:mulliken_charge:R:1
C 4.854 2.604 -2.996 -1.026
C 3.508 2.886 -2.350 0.725
O 2.905 1.999 -1.834 -0.505
O 3.093 4.153 -2.380 -0.376
C 1.758 4.294 -1.889 -0.559
C 0.723 3.798 -2.922 -0.616
C -0.327 2.850 -2.247 -0.767
P 0.104 1.078 -2.428 0.106
H 4.735 2.026 -3.909 0.274
H 5.428 2.073 -2.243 0.304
H 5.307 3.559 -3.270 0.314
H 1.613 3.823 -0.917 0.411
H 1.609 5.362 -1.741 0.369
H 1.190 3.343 -3.794 0.398
H 0.144 4.665 -3.239 0.346
H -1.271 3.018 -2.765 0.459
H -0.378 3.154 -1.205 0.495
H 0.753 0.633 -1.239 0.210
H 1.059 0.929 -3.452 0.124
H -0.999 0.230 -2.602 0.190
C 0.005 -3.867 2.340 -1.711
C -0.836 -3.119 1.289 1.536
C -2.321 -3.205 1.674 -1.295
C -2.727 -2.363 2.883 -0.628
C -1.848 -1.121 3.069 -1.582
C -1.131 -0.644 1.797 1.977
N -0.332 -1.738 1.281 0.310
O 0.380 -1.395 0.131 -0.819
C -0.188 0.484 2.225 -1.626
C -2.159 -0.057 0.809 -1.280
C -0.691 -3.868 -0.034 -1.818
H 1.061 -3.848 2.067 0.387
H -0.300 -4.919 2.426 0.356
H -0.091 -3.414 3.328 0.332
H -2.930 -2.895 0.819 0.311
H -2.598 -4.249 1.855 0.556
H -3.773 -2.065 2.769 0.322
H -2.690 -2.968 3.792 0.359
H -2.454 -0.312 3.491 0.543
H -1.092 -1.341 3.829 0.317
H 0.591 0.103 2.887 0.461
H -0.736 1.264 2.766 0.389
H 0.297 0.954 1.367 0.080
H -2.708 0.771 1.271 0.382
H -2.898 -0.791 0.480 0.347
H -1.665 0.340 -0.083 -0.185
H -1.045 -4.897 0.079 0.393
H 0.347 -3.917 -0.360 0.347
H -1.279 -3.399 -0.825 0.363
```

Below is 3 unconnected molecules or ions with the total composition C14H31Br2N4O2, with properties calculated with wB97M-V/def2-TZVPD.

The charge is +1. The gap between HOMO and LUMO is 8.7 eV. Its HOMO energy is -11.281 eV. Its spin multiplicity is 1.

The geometry in XYZ format:
```
53
Properties=species:S:1:pos:R:3:mulliken_charge:R:1
C -1.371 -2.460 1.086 -1.182
N -1.571 -2.025 -0.307 0.092
C -1.860 -0.777 -0.668 0.260
N -2.740 -0.553 -1.694 -0.171
C -4.144 -0.971 -1.707 -0.881
Br -4.371 -2.896 -1.628 -0.088
C -5.032 -0.251 -0.689 0.206
C -4.968 1.258 -0.841 -1.368
Br -4.573 -0.745 1.132 -0.068
N -1.189 0.247 -0.165 -0.182
C 0.065 0.195 0.592 -0.790
N 0.872 1.296 0.107 -0.528
H -0.462 -3.048 1.162 0.475
H -2.253 -3.018 1.399 0.352
H -1.271 -1.588 1.726 0.378
H -2.047 -2.708 -0.884 0.284
H -2.627 0.358 -2.119 0.420
H -4.516 -0.725 -2.699 0.589
H -6.052 -0.590 -0.851 0.529
H -5.204 1.542 -1.869 0.349
H -3.992 1.659 -0.567 0.326
H -5.700 1.730 -0.189 0.406
H -1.533 1.182 -0.333 0.279
H -0.148 0.363 1.649 0.355
H 0.489 -0.806 0.477 0.466
H 1.724 1.375 0.652 0.276
H 1.171 1.102 -0.845 0.225
C 2.622 -5.149 3.105 -0.605
C 3.704 -4.168 2.659 -0.571
C 2.980 -3.387 1.573 -0.471
O 1.598 -3.353 1.960 -0.330
C 1.374 -4.282 3.033 -0.383
H 2.788 -5.554 4.102 0.344
H 2.550 -5.982 2.404 0.277
H 3.982 -3.509 3.483 0.264
H 4.605 -4.654 2.290 0.344
H 3.066 -3.884 0.602 0.303
H 3.336 -2.360 1.472 0.255
H 1.223 -3.724 3.962 0.272
H 0.468 -4.850 2.817 0.294
C 1.281 5.312 -2.380 -0.548
C 1.750 4.680 -1.070 -0.291
C 3.160 4.234 -1.439 -0.371
O 3.635 5.164 -2.404 -0.406
C 2.560 5.982 -2.868 -0.458
H 0.459 6.016 -2.257 0.343
H 0.969 4.538 -3.087 0.269
H 1.783 5.432 -0.280 0.281
H 1.124 3.855 -0.730 0.134
H 3.152 3.229 -1.882 0.211
H 3.848 4.227 -0.591 0.286
H 2.663 6.987 -2.447 0.268
H 2.624 6.054 -3.953 0.281
```